(1)
{
  "formula": "C11H13FN2O",
  "method": "wB97M-V/def2-TZVPD",
  "species": ["C", "C", "C", "C", "C", "C", "C", "C", "C", "C", "C", "N", "N", "O", "F", "H", "H", "H", "H", "H", "H", "H", "H", "H", "H", "H", "H", "H"],
  "positions_angstrom": [[2.3499, 1.1322, 0.4334], [-2.8739, 0.8466, 0.9123], [-2.2452, 1.7799, 0.1337], [-0.2939, 0.5756, 0.0730], [-2.1634, -0.4196, 1.2922], [1.7757, 0.8380, -2.1834], [1.9477, -1.0050, -1.1472], [1.3217, -0.5701, -2.4005], [2.0184, 0.4866, -0.7330], [-0.5907, -0.2507, 1.2460], [-0.0369, 0.3268, 2.5173], [2.6473, 1.5942, 1.4446], [-0.9214, 1.5923, -0.3166], [1.8319, -1.2081, -3.6125], [-0.1367, -1.5801, 1.1477], [-3.9038, 0.8182, 1.1514], [-2.6135, 2.7427, -0.0266], [-2.3855, -0.8741, 2.3598], [-2.3110, -1.1106, 0.5278], [2.7703, 1.1904, -2.6183], [1.1117, 1.6206, -2.3477], [1.3818, -1.6257, -0.4084], [3.0921, -1.2495, -1.1986], [0.2422, -0.8124, -2.3798], [0.8513, -0.1344, 3.0209], [-0.8376, 0.2286, 3.2343], [0.4087, 1.3095, 2.2210], [2.0874, -2.0684, -3.3366]],
  "lowdin_charge": [-0.226, -0.043, -0.103, -0.016, -0.094, -0.078, -0.096, -0.368, -0.168, -0.494, -0.005, 0.166, 0.116, -0.024, -0.019, 0.089, 0.081, 0.168, 0.098, 0.164, 0.086, 0.114, 0.170, 0.160, 0.108, 0.075, 0.080, 0.058],
  "de_lowest_kj_mol": 320.4,
  "total_charge": 0,
  "homo_lumo_gap_ha": [0.2791, 0.2811]
}



(2)
{
  "formula": "C7H10Cl2ErO4S2",
  "method": "wB97M-V/def2-TZVPD",
  "species": ["C", "C", "C", "S", "O", "S", "O", "O", "O", "C", "Cl", "C", "C", "C", "Cl", "H", "H", "H", "H", "H", "H", "H", "H", "H", "H", "Er"],
  "positions_angstrom": [[0.3563, -2.8201, 0.1582], [0.4894, -1.6579, -0.8003], [-0.7485, -0.6128, -1.0479], [-0.3614, 0.0993, -2.7546], [-1.9390, -1.4568, -1.3475], [-3.2446, -0.4980, -0.7809], [-4.1925, -1.3243, 0.1591], [-4.1338, 0.0170, -1.9656], [-2.4217, 0.8099, 0.0079], [-0.9272, 0.7062, -0.0895], [-0.5685, 2.2941, -1.0511], [-0.5133, 0.6445, 1.4945], [1.0897, 0.4885, 1.7946], [2.0322, 1.6672, 1.1249], [2.7179, 1.1862, -0.5504], [0.2645, -2.5740, 1.3161], [0.4018, -3.9484, -0.1705], [1.4990, -1.5138, -1.3908], [1.0401, 0.2300, -2.9227], [-0.8828, 1.6508, 1.9999], [-1.0926, -0.2493, 1.9948], [1.5225, -0.5998, 1.5649], [1.2194, 0.6137, 2.9750], [2.9675, 1.8208, 1.8445], [1.4649, 2.7173, 1.1046], [3.9607, 2.3098, -2.6672]],
  "mulliken_spin": [0.401, 0.408, -0.008, 0.038, 0.020, 0.000, -0.001, 0.001, 0.007, 0.013, 0.011, 0.004, 0.002, -0.001, -0.001, 0.039, 0.016, 0.048, -0.002, 0.000, -0.003, 0.004, 0.001, 0.000, 0.000, 2.003],
  "s_squared": 3.7599,
  "total_charge": 3,
  "spin_multiplicity": 4,
  "homo_lumo_gap_ha": [0.2022, 0.2004]
}



Please write out number 1 again, unchanged.
{
  "formula": "C11H13FN2O",
  "method": "wB97M-V/def2-TZVPD",
  "species": ["C", "C", "C", "C", "C", "C", "C", "C", "C", "C", "C", "N", "N", "O", "F", "H", "H", "H", "H", "H", "H", "H", "H", "H", "H", "H", "H", "H"],
  "positions_angstrom": [[2.3499, 1.1322, 0.4334], [-2.8739, 0.8466, 0.9123], [-2.2452, 1.7799, 0.1337], [-0.2939, 0.5756, 0.0730], [-2.1634, -0.4196, 1.2922], [1.7757, 0.8380, -2.1834], [1.9477, -1.0050, -1.1472], [1.3217, -0.5701, -2.4005], [2.0184, 0.4866, -0.7330], [-0.5907, -0.2507, 1.2460], [-0.0369, 0.3268, 2.5173], [2.6473, 1.5942, 1.4446], [-0.9214, 1.5923, -0.3166], [1.8319, -1.2081, -3.6125], [-0.1367, -1.5801, 1.1477], [-3.9038, 0.8182, 1.1514], [-2.6135, 2.7427, -0.0266], [-2.3855, -0.8741, 2.3598], [-2.3110, -1.1106, 0.5278], [2.7703, 1.1904, -2.6183], [1.1117, 1.6206, -2.3477], [1.3818, -1.6257, -0.4084], [3.0921, -1.2495, -1.1986], [0.2422, -0.8124, -2.3798], [0.8513, -0.1344, 3.0209], [-0.8376, 0.2286, 3.2343], [0.4087, 1.3095, 2.2210], [2.0874, -2.0684, -3.3366]],
  "lowdin_charge": [-0.226, -0.043, -0.103, -0.016, -0.094, -0.078, -0.096, -0.368, -0.168, -0.494, -0.005, 0.166, 0.116, -0.024, -0.019, 0.089, 0.081, 0.168, 0.098, 0.164, 0.086, 0.114, 0.170, 0.160, 0.108, 0.075, 0.080, 0.058],
  "de_lowest_kj_mol": 320.4,
  "total_charge": 0,
  "homo_lumo_gap_ha": [0.2791, 0.2811]
}



Please write out number 1 again, unchanged.
{
  "formula": "C11H13FN2O",
  "method": "wB97M-V/def2-TZVPD",
  "species": ["C", "C", "C", "C", "C", "C", "C", "C", "C", "C", "C", "N", "N", "O", "F", "H", "H", "H", "H", "H", "H", "H", "H", "H", "H", "H", "H", "H"],
  "positions_angstrom": [[2.3499, 1.1322, 0.4334], [-2.8739, 0.8466, 0.9123], [-2.2452, 1.7799, 0.1337], [-0.2939, 0.5756, 0.0730], [-2.1634, -0.4196, 1.2922], [1.7757, 0.8380, -2.1834], [1.9477, -1.0050, -1.1472], [1.3217, -0.5701, -2.4005], [2.0184, 0.4866, -0.7330], [-0.5907, -0.2507, 1.2460], [-0.0369, 0.3268, 2.5173], [2.6473, 1.5942, 1.4446], [-0.9214, 1.5923, -0.3166], [1.8319, -1.2081, -3.6125], [-0.1367, -1.5801, 1.1477], [-3.9038, 0.8182, 1.1514], [-2.6135, 2.7427, -0.0266], [-2.3855, -0.8741, 2.3598], [-2.3110, -1.1106, 0.5278], [2.7703, 1.1904, -2.6183], [1.1117, 1.6206, -2.3477], [1.3818, -1.6257, -0.4084], [3.0921, -1.2495, -1.1986], [0.2422, -0.8124, -2.3798], [0.8513, -0.1344, 3.0209], [-0.8376, 0.2286, 3.2343], [0.4087, 1.3095, 2.2210], [2.0874, -2.0684, -3.3366]],
  "lowdin_charge": [-0.226, -0.043, -0.103, -0.016, -0.094, -0.078, -0.096, -0.368, -0.168, -0.494, -0.005, 0.166, 0.116, -0.024, -0.019, 0.089, 0.081, 0.168, 0.098, 0.164, 0.086, 0.114, 0.170, 0.160, 0.108, 0.075, 0.080, 0.058],
  "de_lowest_kj_mol": 320.4,
  "total_charge": 0,
  "homo_lumo_gap_ha": [0.2791, 0.2811]
}